No. 1
# C47H44HgN4P2S4

C47H44HgN4P2S4 as an isolated structure at a distorted geometry (the ωB97M-V functional and the def2-TZVPD basis, the OMol25 dataset).

XYZ file:
```
102
Properties=species:S:1:pos:R:3:mulliken_charge:R:1
Hg 0.32 0.76 0.80 1.24
S 2.08 -1.64 2.06 -0.47
P 0.15 -2.07 2.18 1.45
C -0.84 -0.71 1.82 -0.80
P -2.45 -0.74 1.19 1.42
S -2.99 1.01 0.48 -0.53
C -2.95 -1.98 -0.07 -0.12
C -2.05 -2.34 -1.06 0.28
C -2.44 -3.20 -2.07 -0.46
C -3.74 -3.69 -2.11 -0.65
C -4.65 -3.30 -1.15 -0.67
C -4.27 -2.44 -0.13 -0.57
C -3.47 -1.20 2.64 -0.24
C -3.71 -2.52 3.02 0.03
C -4.28 -2.80 4.25 -0.93
C -4.61 -1.78 5.12 -0.56
C -4.38 -0.46 4.75 -0.55
C -3.80 -0.17 3.52 -0.84
C -0.13 -2.58 3.92 -0.23
C 0.53 -3.69 4.45 -0.40
C 0.51 -3.94 5.81 -0.69
C -0.20 -3.09 6.66 -0.59
C -0.86 -1.99 6.14 -1.14
C -0.82 -1.72 4.78 0.06
C -0.14 -3.62 1.26 0.46
C -1.06 -4.58 1.68 -0.34
C -1.28 -5.71 0.90 -0.77
C -0.57 -5.89 -0.28 -0.56
C 0.35 -4.94 -0.69 -0.69
C 0.56 -3.81 0.07 -0.67
H -1.05 -1.93 -1.04 0.06
H -1.73 -3.50 -2.84 0.44
H -4.04 -4.37 -2.90 0.37
H -5.68 -3.65 -1.20 0.39
H -4.98 -2.11 0.62 0.46
H -3.46 -3.33 2.34 0.76
H -4.46 -3.83 4.54 0.40
H -5.06 -2.00 6.08 0.38
H -4.64 0.35 5.42 0.40
H -3.59 0.85 3.22 0.31
H 1.08 -4.34 3.77 0.42
H 1.04 -4.79 6.22 0.38
H -0.22 -3.29 7.72 0.39
H -1.41 -1.33 6.80 0.46
H -1.31 -0.85 4.36 0.54
H -1.60 -4.43 2.61 0.52
H -2.00 -6.45 1.22 0.40
H -0.73 -6.79 -0.87 0.38
H 0.90 -5.08 -1.61 0.44
H 1.28 -3.05 -0.23 0.33
S 1.62 2.84 -0.10 -0.51
C 1.85 2.59 -1.79 0.29
N 2.48 3.59 -2.50 0.16
C 2.91 3.32 -3.85 -0.83
C 1.78 2.62 -4.58 -0.74
N 1.44 1.42 -3.87 0.19
C 1.25 0.23 -4.68 -1.79
C 2.56 -0.35 -5.17 0.86
C 3.49 -0.86 -4.25 -0.08
C 4.70 -1.35 -4.70 -0.83
C 5.02 -1.34 -6.05 -0.34
C 4.10 -0.85 -6.96 -0.59
C 2.88 -0.35 -6.52 -0.28
C 1.46 1.40 -2.48 -0.21
S 1.02 -0.03 -1.67 -0.16
C 2.75 4.92 -1.98 -1.51
C 1.88 5.95 -2.65 0.67
C 2.43 6.95 -3.44 -0.30
C 1.61 7.88 -4.08 -0.57
C 0.23 7.80 -3.93 -0.36
C -0.32 6.80 -3.14 -0.73
C 0.50 5.88 -2.51 -0.21
H 3.79 2.67 -3.85 0.34
H 3.15 4.26 -4.34 0.43
H 2.09 2.36 -5.59 0.42
H 0.91 3.30 -4.63 0.33
H 0.62 0.50 -5.54 0.47
H 0.71 -0.50 -4.07 0.46
H 3.24 -0.87 -3.20 0.42
H 5.41 -1.75 -3.98 0.40
H 5.97 -1.73 -6.39 0.37
H 4.33 -0.85 -8.02 0.36
H 2.16 0.03 -7.24 0.34
H 3.81 5.16 -2.12 0.42
H 2.54 4.89 -0.91 0.44
H 3.50 7.02 -3.55 0.34
H 2.05 8.66 -4.68 0.36
H -0.41 8.52 -4.43 0.37
H -1.39 6.74 -3.02 0.40
H 0.08 5.10 -1.89 0.52
C 1.74 1.11 4.87 -0.98
C 0.57 1.91 4.42 0.32
N 0.19 2.14 3.18 0.04
C -0.92 2.95 3.26 -0.29
C -1.21 3.22 4.56 -0.86
N -0.25 2.55 5.29 0.01
H 1.83 0.22 4.25 0.00
H 1.63 0.81 5.91 0.36
H 2.66 1.69 4.76 0.32
H -1.43 3.27 2.36 0.43
H -1.99 3.80 5.02 0.44
H -0.18 2.53 6.29 0.18
```

The value obtained for the total energy is -4465.45283 Ha. The spin multiplicity is 2. The energy above the lowest of the compared OMol25 structures with the same formula, charge and spin comes out at 5.8 kcal per mole. The net charge is -1. The frontier orbital gap (alpha / beta) is 6.092 / 6.187 eV. The LUMO energy (alpha / beta) comes out at 2.37 / 2.03 eV. Its expectation value of S² is 0.7539. For the molecular weight, the calculation gives 1055.70 g/mol.


No. 2
# C29H46GdP2Se

C29H46GdP2Se as an isolated structure at a distorted geometry (the ωB97M-V functional and the def2-TZVPD basis, the OMol25 dataset).

XYZ file:
```
79
Properties=species:S:1:pos:R:3:mulliken_charge:R:1
Gd -0.60 0.18 -1.10 -0.61
C 2.32 0.06 2.42 0.52
C 1.12 -0.63 2.74 1.07
C 2.42 -2.03 1.46 0.85
C 3.09 -0.79 1.58 0.60
C 1.19 -1.93 2.17 0.56
C 2.73 1.40 2.87 -1.94
H 2.04 1.80 3.63 0.43
H 2.79 2.11 2.04 0.31
H 3.73 1.36 3.33 0.53
C 4.37 -0.42 0.93 -1.63
H 4.84 0.43 1.44 0.39
H 4.22 -0.15 -0.12 0.18
H 5.07 -1.26 0.96 0.38
C 2.90 -3.23 0.75 -1.81
H 3.97 -3.14 0.52 0.38
H 2.35 -3.39 -0.18 0.25
H 2.77 -4.13 1.37 0.43
C 0.21 -3.02 2.27 -1.24
H 0.68 -3.94 2.68 0.47
H -0.22 -3.30 1.29 0.00
H -0.62 -2.75 2.93 0.40
C -0.01 -0.14 3.56 -1.56
H -0.01 -0.59 4.57 0.46
H -0.98 -0.39 3.10 0.11
H 0.02 0.95 3.68 0.17
C -1.55 2.32 -1.50 0.24
C -2.21 3.23 -0.39 -0.16
C -3.18 2.71 0.67 -1.20
C -3.42 1.22 0.83 -1.13
C -2.15 0.29 0.69 2.59
C -2.50 -0.79 -0.36 -1.54
C -2.75 -0.28 -1.83 -0.52
C -2.58 1.25 -2.15 -1.78
H -4.16 3.19 0.46 0.45
H -4.20 0.90 0.13 0.43
H -2.89 3.12 1.65 0.20
H -3.57 1.70 -1.96 0.43
H -1.46 2.98 -2.38 0.63
H -2.65 4.13 -0.86 0.71
H -2.41 1.31 -3.23 0.46
H -2.19 -0.90 -2.58 0.35
H -3.52 -1.08 -0.05 0.99
H -3.80 -0.49 -2.06 0.72
H -3.82 1.03 1.84 0.53
H -2.06 -0.28 1.63 -0.23
P -0.58 3.81 0.22 0.80
C 0.01 5.38 -0.35 -1.22
C -0.22 3.32 1.89 -0.71
P -2.50 -2.96 0.29 0.27
C -0.14 2.39 -0.82 -1.06
C -3.85 -3.07 1.54 -1.17
C -3.39 -3.55 -1.19 -1.01
H 0.87 5.26 -1.04 0.36
H 0.34 5.94 0.53 0.44
H -0.79 5.95 -0.85 0.42
H -1.09 3.00 2.47 0.32
H 0.18 4.22 2.37 0.51
H 0.54 2.52 1.94 -0.38
H -4.13 -2.82 -1.53 0.28
H -3.87 -4.51 -0.94 0.47
H -2.64 -3.72 -1.98 0.28
H 0.74 2.42 -1.49 0.47
H -1.23 0.96 0.72 -0.43
H -3.96 -4.13 1.84 0.44
H -4.80 -2.70 1.13 0.41
H -3.56 -2.48 2.43 0.28
Se 0.45 -1.94 -2.84 -0.36
C 2.15 -1.34 -3.39 -0.08
C 2.34 -0.71 -4.64 -0.49
C 3.63 -0.52 -5.15 -0.45
C 4.75 -0.94 -4.42 -0.49
C 4.57 -1.51 -3.16 -0.56
C 3.29 -1.64 -2.61 -0.09
H 1.46 -0.43 -5.22 0.40
H 3.76 -0.05 -6.12 0.36
H 5.76 -0.84 -4.84 0.37
H 5.43 -1.86 -2.59 0.39
H 3.14 -2.03 -1.61 0.38
```

The value obtained for the total energy is -4981.78951 Ha. The spin multiplicity is 8. The energy above the lowest of the compared OMol25 structures with the same formula, charge and spin comes out at 221.8 kcal per mole. The net charge is +1. The frontier orbital gap (alpha / beta) is 5.667 / 5.970 eV. The LUMO energy (alpha / beta) comes out at -2.59 / -3.20 eV. Its expectation value of S² is 15.8097. For the molecular weight, the calculation gives 692.85 g/mol.


No. 3
# C2H6NO2PS

A single C2H6NO2PS molecule at a distorted geometry (the ωB97M-V functional and the def2-TZVPD basis, the OMol25 dataset).

XYZ file:
```
13
Properties=species:S:1:pos:R:3:mulliken_charge:R:1
C -0.93 0.61 -1.90 -0.72
C 1.68 -1.19 1.45 -0.63
N -0.60 -1.65 0.59 -0.57
O -1.51 2.10 0.31 -0.48
O 0.68 0.84 0.19 -0.37
P 0.15 -0.38 1.15 0.66
S -0.53 1.88 -0.65 0.51
H 0.00 0.36 -2.43 0.29
H -1.12 -0.30 -1.20 0.23
H -1.57 0.75 -2.78 0.36
H 1.85 -1.70 2.31 0.35
H 2.10 -1.84 0.70 0.29
H -0.20 0.51 2.27 0.08
```

The value obtained for the total energy is -1024.37190 Ha. The energy above the lowest of the compared OMol25 structures with the same formula, charge and spin comes out at 169.5 kcal per mole. The net charge is 0. The frontier orbital gap is 7.782 eV. The LUMO energy comes out at -1.71 eV. For the molecular weight, the calculation gives 139.12 g/mol.


No. 4
# C18H11F10N3RuSSbSe4

C18H11F10N3RuSSbSe4 as an isolated structure at a distorted geometry (the ωB97M-V functional and the def2-TZVPD basis, the OMol25 dataset).

XYZ file:
```
49
Properties=species:S:1:pos:R:3:mulliken_charge:R:1
Ru 0.54 -0.60 0.88 0.44
C -1.40 2.30 -0.14 -1.58
N -1.51 0.88 0.14 1.33
C -2.32 0.66 1.34 -1.37
C -1.47 0.82 2.65 -0.64
N -0.07 0.84 2.30 0.81
C 0.66 1.91 2.69 0.63
C 1.54 2.59 1.80 -0.28
F 1.42 2.36 0.48 -0.39
C 2.41 3.58 2.19 -0.34
F 3.21 4.17 1.29 -0.32
C 2.41 4.02 3.50 0.58
F 3.25 5.00 3.90 -0.35
C 1.48 3.49 4.37 0.18
F 1.42 3.97 5.63 -0.33
C 0.62 2.49 3.98 0.06
F -0.26 2.03 4.89 -0.35
C -1.96 0.14 -1.02 -1.15
C -0.86 -0.03 -2.07 -0.90
N -0.07 -1.26 -1.97 0.37
C -0.11 -2.12 -3.08 0.02
C 0.03 -1.68 -4.39 0.39
F 0.17 -0.37 -4.66 -0.32
C 0.04 -2.54 -5.47 0.03
F 0.17 -2.05 -6.72 -0.32
C -0.04 -3.90 -5.28 0.59
F -0.02 -4.74 -6.32 -0.32
C -0.18 -4.39 -3.99 -0.05
F -0.31 -5.70 -3.79 -0.31
C -0.23 -3.52 -2.92 0.12
F -0.47 -4.03 -1.73 -0.22
H -2.39 2.71 -0.42 0.30
H -0.70 2.49 -0.95 0.25
H -1.04 2.81 0.75 0.42
H -2.72 -0.35 1.31 0.44
H -3.17 1.36 1.37 0.31
H -1.70 -0.02 3.31 0.39
H -1.76 1.74 3.15 0.44
H -2.83 0.65 -1.49 0.32
H -2.29 -0.86 -0.72 0.50
H -0.18 0.83 -2.03 0.36
H -1.34 -0.04 -3.05 0.46
Se 1.60 -1.94 4.84 -0.69
Sb 1.89 -2.65 2.52 0.53
Se -1.05 -2.37 1.25 -0.47
Se 2.86 -0.44 1.43 -0.52
Se 3.61 -4.46 2.45 -0.70
S 2.23 -2.36 -1.25 -0.33
C 0.89 -1.42 -0.94 0.00
```

The value obtained for the total energy is -12194.46129 Ha. The spin multiplicity is 6. The energy above the lowest of the compared OMol25 structures with the same formula, charge and spin comes out at 16.8 kcal per mole. The net charge is -2. The frontier orbital gap (alpha / beta) is 4.988 / 5.112 eV. The LUMO energy (alpha / beta) comes out at 3.93 / 3.72 eV. Its expectation value of S² is 8.8118. For the molecular weight, the calculation gives 1030.02 g/mol.


Question: Among the records above, which one has the highest molecular weight?
Answer: C47H44HgN4P2S4


Question: The highest molecular weight belongs to which entry?
Answer: C47H44HgN4P2S4